Record 1
Below is a 2-piece molecular cluster, C3H6O3 overall, with properties calculated with the ωB97M-V functional and the def2-TZVPD basis.

Last column: natural (NBO) charge in e.
Geometry (Å):
O 0.626 -1.616 -0.855  -0.67
C 0.049 1.188 -0.966  -0.46
C -0.266 1.227 0.322  0.11
O -1.520 0.918 0.774  -0.72
C 0.650 -1.330 0.446  0.67
O -0.264 -1.524 1.213  -0.63
H -0.279 -1.900 -1.066  0.49
H -0.694 0.872 -1.692  0.20
H 1.043 1.439 -1.324  0.21
H 0.462 1.523 1.081  0.16
H -1.439 0.127 1.334  0.50
H 1.631 -0.926 0.733  0.13

## Properties
* relative energy (zero: lowest compared OMol25 entry of this formula, charge and spin): 151.0 kJ/mol
* total energy: -343.597057 a.u.
* maximum force: 0.5 eV/Å
* structure (SMILES): C=CO.O=CO
* net charge: 0



Record 2
Below is a 2-piece molecular cluster, C3H6O3S overall at a distorted geometry, with properties calculated with the ωB97M-V functional and the def2-TZVPD basis.

Last column: natural (NBO) charge in e.
Geometry (Å):
O -2.026 0.554 -0.330  -0.86
C -0.892 0.712 -0.871  0.78
O -0.588 0.914 -2.037  -0.77
C 0.254 0.765 0.210  -0.54
C 1.603 0.380 -0.458  -0.53
S 2.675 -0.521 0.679  -0.80
H 0.078 -0.065 1.011  0.21
H 0.247 1.657 0.748  0.19
H 1.461 -0.089 -1.393  0.19
H 2.170 1.220 -0.938  0.16
H -0.987 -2.333 1.134  0.48
H -2.117 -1.202 0.795  0.53
O -1.879 -1.991 1.451  -1.03

## Properties
* relative energy (zero: lowest compared OMol25 entry of this formula, charge and spin): 100.7 kJ/mol
* total energy: -741.796998 a.u.
* maximum force: 4.2 eV/Å
* net charge: -2



Record 3
Below is C3H6O3S in the gas phase at a distorted geometry, with properties calculated with the ωB97M-V functional and the def2-TZVPD basis.

Last column: natural (NBO) charge in e.
Geometry (Å):
C 1.124 1.032 1.382  0.61
C -0.739 0.137 -1.720  -0.78
C -0.674 -1.086 0.762  -1.01
O 1.762 1.811 2.045  -0.58
O 1.251 0.848 0.143  -0.66
O 1.397 -1.429 -0.802  -0.88
S 0.309 -0.611 -0.395  1.94
H 0.313 0.330 1.825  0.09
H -1.431 0.692 -1.103  0.24
H 0.033 0.868 -2.170  0.27
H -1.261 -0.540 -2.335  0.26
H -1.619 -0.585 0.663  0.24
H -0.463 -1.468 1.704  0.26

## Properties
* relative energy (zero: lowest compared OMol25 entry of this formula, charge and spin): 264.5 kJ/mol
* total energy: -741.681606 a.u.
* maximum force: 4.6 eV/Å
* structure (SMILES): C=[S@](C)(=O)OC=O
* net charge: 0



Record 4
Below is C3H6O3S2 in the gas phase at a distorted geometry, with properties calculated with the ωB97M-V functional and the def2-TZVPD basis.

Last column: natural (NBO) charge in e.
Geometry (Å):
C -2.199 -0.741 0.131  -0.11
C -0.937 -0.158 -0.296  0.32
C 1.372 0.561 0.111  0.30
O -1.838 0.541 0.522  -0.50
O 0.986 1.867 0.103  -0.69
O 0.313 -0.423 0.250  -0.55
S 2.580 0.086 1.419  0.00
S 2.293 0.241 -1.456  -0.06
H -3.080 -0.895 -0.613  0.18
H -2.217 -1.463 0.950  0.19
H -0.912 0.233 -1.383  0.16
H 0.742 2.005 1.052  0.49
H 3.373 -0.477 0.613  0.12
H 1.436 1.125 -2.140  0.15

## Properties
* relative energy (zero: lowest compared OMol25 entry of this formula, charge and spin): 185.1 kJ/mol
* total energy: -1139.910006 a.u.
* maximum force: 2.9 eV/Å
* structure (SMILES): OC(S)(S)O[C@H]1CO1
* net charge: 0



Record 5
Below is C3H6O3Sr as an isolated structure at a distorted geometry, with properties calculated with the ωB97M-V functional and the def2-TZVPD basis.

Last column: Mulliken charge in e.
Geometry (Å):
O 0.812 0.260 0.665  -0.65
C 0.596 -1.039 0.101  -0.34
C -0.759 -0.960 -0.594  -0.19
O -1.536 -0.067 0.173  -0.37
C -0.895 1.188 0.267  -1.05
Sr 1.630 2.129 -0.466  1.64
H 0.584 -1.605 1.040  0.25
H -1.237 -1.947 -0.574  0.29
H -0.669 -0.625 -1.640  0.19
H -1.021 1.621 1.270  0.40
H -1.588 1.841 -0.302  0.46
H 1.336 -1.568 -0.511  0.26
O 2.747 0.773 0.571  -0.89

## Properties
* relative energy (zero: lowest compared OMol25 entry of this formula, charge and spin): 575.6 kJ/mol
* total energy: -374.076822 a.u.
* maximum force: 2.9 eV/Å
* net charge: 0



Record 6
Below is C3H6O3Tb as an isolated structure at a distorted geometry, with properties calculated with the ωB97M-V functional and the def2-TZVPD basis.

Last column: Mulliken spin population.
Geometry (Å):
O 2.537 -0.084 -0.277  0.00
C 3.153 -0.071 0.778  0.00
H 4.221 0.202 0.797  0.00
H 2.730 -0.526 1.691  0.00
O -1.383 -1.121 -1.301  -0.05
C -2.228 -1.065 -0.185  -0.01
C -2.207 0.329 0.477  0.00
O -0.899 0.812 0.630  -0.04
Tb 0.299 0.097 -0.959  6.11
H -1.915 -1.810 0.582  -0.01
H -3.277 -1.310 -0.454  0.00
H -2.735 0.265 1.452  0.00
H -2.802 1.020 -0.162  -0.01

## Properties
* relative energy (zero: lowest compared OMol25 entry of this formula, charge and spin): 0.0 kJ/mol
* total energy: -1167.839736 a.u.
* 2S+1: 7
* ⟨S²⟩: 12.7687
* maximum force: 3.3 eV/Å
* net charge: +1